Record 1
A structure of composition C28H19BrCl2IN3O6Ti, computed with ωB97M-V/def2-TZVPD.

The geometry in XYZ format:
```
61
Properties=species:S:1:pos:R:3:forces:R:3
Ti 0.798162 -0.246665 0.713084 -0.39 -0.47 -0.07
O 3.347034 -0.723377 -2.620778 -0.06 -0.05 -0.02
C 2.795577 -0.764917 -1.527957 0.11 0.23 0.03
O 2.109206 0.158463 -0.963058 -0.04 -0.04 0.05
C 2.904078 -2.000298 -0.651679 0.08 -0.02 0.09
C 3.376512 -3.252024 -1.001400 0.03 -0.01 -0.01
C 3.273696 -4.273962 -0.061280 0.01 -0.02 -0.03
C 2.725051 -4.028325 1.192009 0.18 0.04 -0.04
C 2.309306 -2.737198 1.458384 -0.06 0.01 0.13
N 2.412352 -1.779867 0.557214 -0.33 -0.05 -0.08
C 1.624833 -2.240833 2.720699 0.07 -0.02 0.10
O 1.630256 -2.920374 3.728872 -0.03 0.04 -0.02
O 1.104074 -1.065770 2.559339 -0.18 -0.03 -0.17
H 3.781219 -3.412349 -1.990954 0.00 0.00 0.00
H 3.607498 -5.272449 -0.316881 0.00 0.00 0.00
H 2.606783 -4.796832 1.942496 0.01 0.01 0.00
C -0.699005 5.042943 0.169478 0.00 -0.04 -0.01
C 0.317173 4.136465 0.802899 -0.02 0.08 -0.04
C 1.284094 4.594409 1.687760 0.00 -0.01 0.01
C 2.222982 3.720827 2.205050 0.03 0.05 -0.05
C 2.158296 2.395627 1.812949 -0.01 0.05 -0.05
Br 3.485425 1.191598 2.389789 0.06 -0.01 0.05
N 1.208291 1.921412 1.023380 0.11 0.20 0.02
C 0.317974 2.783474 0.518785 -0.03 -0.13 -0.02
H -0.590897 6.065267 0.529608 0.00 0.00 0.00
H -1.712268 4.705911 0.392888 0.01 0.00 0.00
H -0.580894 5.048848 -0.915739 0.00 0.00 0.01
H 1.310988 5.641754 1.965181 0.00 -0.01 0.00
H 2.996188 4.050637 2.882409 0.02 -0.02 -0.02
H -0.432316 2.344945 -0.130948 -0.03 0.00 0.03
I -3.798279 -4.760047 -5.460869 0.03 0.04 0.06
C -2.778962 -3.644663 -4.007153 -0.03 -0.03 -0.04
C -2.340032 -4.273941 -2.852179 0.01 -0.01 0.01
C -1.658077 -3.531782 -1.899797 0.00 -0.01 0.00
C -1.421960 -2.177650 -2.101110 -0.04 -0.06 0.00
C -1.872415 -1.562429 -3.260977 0.00 0.04 0.01
C -2.553808 -2.293609 -4.222216 -0.01 0.02 -0.03
C -0.677334 -1.391118 -1.070254 0.02 0.19 0.12
O -0.526530 -0.152223 -1.203864 0.13 0.04 0.16
O -0.201881 -1.995095 -0.065189 0.06 0.03 -0.10
H -2.526327 -5.327790 -2.697511 0.00 0.00 0.00
H -1.300526 -3.991576 -0.988080 0.00 0.00 0.00
H -1.677487 -0.506717 -3.398357 -0.01 -0.01 -0.01
H -2.903794 -1.817513 -5.127951 0.01 0.00 0.01
Cl 0.845620 3.239992 -4.063716 -0.03 0.04 -0.03
C 1.794675 2.344599 -2.855793 0.00 -0.09 0.03
Cl 2.809603 3.434042 -1.893005 -0.01 0.03 0.03
H 2.439617 1.636010 -3.359900 0.02 -0.02 0.00
H 1.120242 1.820139 -2.192234 -0.01 0.02 -0.02
N -5.715201 1.825381 4.279305 0.04 -0.01 -0.02
C -4.754832 1.503547 3.730708 -0.09 0.01 0.04
C -3.560966 1.108432 3.041372 0.09 -0.03 -0.06
C -2.306832 1.426179 3.563843 0.01 0.02 0.03
C -1.165122 1.054370 2.872613 -0.10 -0.01 0.01
C -1.197398 0.369966 1.647014 0.40 -0.13 -0.12
C -2.476224 0.052401 1.170116 0.00 0.12 0.06
C -3.639208 0.406861 1.839125 -0.03 0.00 0.00
H -2.241222 1.953993 4.508434 0.00 0.00 -0.01
H -0.206601 1.295644 3.325354 0.01 0.00 0.00
H -2.588239 -0.480986 0.233216 -0.02 -0.01 -0.01
H -4.612165 0.148246 1.437453 0.01 0.00 0.00
```
Forces are in eV/Å.

Computed properties:
Expectation value of S²   0.7534
Kohn-Sham gap (spin up / spin down)   7.040 / 7.977 eV
Spin multiplicity   2
HOMO (spin up / spin down)   -0.1882 / -0.2226 Eh
Energy relative to the best compared isomer or geometry (same formula, charge and spin)   0.000 eV
Total charge   -1

***

Record 2
A cluster of 2 separate species, C28H37BrF6O7P3S in total at a distorted geometry, computed with ωB97M-V/def2-TZVPD.

The geometry in XYZ format:
```
83
Properties=species:S:1:pos:R:3:forces:R:3
C -2.854892 3.771304 0.804939 0.25 0.45 0.39
C -1.331935 3.715864 0.922528 -0.05 0.26 -0.38
C -0.575005 2.806637 -0.078408 -0.03 -0.03 0.55
C -1.245185 1.495780 -0.432026 -0.05 0.16 0.10
C -2.182281 1.376703 -1.475978 -0.09 -0.26 -0.08
C -2.613434 2.560434 -2.317160 0.68 0.05 -0.34
C -1.472426 3.311576 -3.029994 -0.79 0.56 0.34
O -1.425367 4.629285 -2.482811 0.23 -0.21 -0.26
C -0.399929 5.405322 -3.063578 0.22 0.63 0.70
C -0.614947 6.845762 -2.609544 -0.48 -0.42 0.13
C -2.738437 0.117270 -1.753702 -0.26 0.29 -0.41
C -3.750524 -0.117901 -2.861845 0.60 0.26 0.43
P -3.048976 -0.684710 -4.433196 -0.65 -1.54 -1.01
O -3.797628 -1.842205 -4.929965 -0.37 0.01 0.21
O -1.509460 -1.072332 -4.260052 -0.98 1.42 -0.47
O -3.110970 0.530752 -5.519096 0.59 0.25 0.89
C -2.395338 -0.999455 -1.018892 -0.11 0.11 0.12
C -1.504044 -0.875789 0.013968 0.38 -0.22 0.15
C -0.919086 0.348236 0.305734 -0.02 0.20 -0.01
C 0.025870 0.344906 1.461797 0.21 -0.33 0.08
O 0.137247 1.248285 2.257982 -0.12 0.18 -0.14
C 0.843562 -0.912180 1.620060 0.28 -0.28 -0.04
C 2.174405 -0.873476 2.049052 0.07 0.14 0.09
C 2.863300 0.449116 2.347722 -0.69 -0.16 -0.28
O 2.521772 0.888305 3.646417 0.47 -0.02 -0.13
C 3.621507 1.152950 4.498717 -0.06 -0.16 0.86
C 3.190673 0.871499 5.948892 0.06 0.52 -0.46
C 2.849756 -2.093716 2.165020 0.38 0.00 -0.21
P 4.586737 -2.235027 2.652277 -0.15 -0.16 0.73
S 4.958083 -2.284225 4.564864 0.06 0.15 0.01
C 2.229451 -3.299999 1.887507 -0.25 0.20 -0.10
C 0.909356 -3.348125 1.459604 0.30 -0.13 0.21
C 0.327286 -4.702308 1.175914 -0.09 -0.17 0.07
C 0.252079 -5.615461 2.400183 -0.49 -0.27 -0.19
C -0.649772 -6.830659 2.135010 0.67 -0.18 0.07
Br -0.432872 -4.665394 3.980239 0.15 0.08 -0.02
C 0.243013 -2.140459 1.319015 -0.47 0.01 0.07
C -1.163461 -2.085387 0.818031 -0.16 0.18 -0.15
O -2.007322 -2.930827 1.018782 0.18 -0.15 0.04
H -3.243068 4.248827 1.705551 -0.13 -0.13 0.10
H -3.322358 2.795083 0.703297 -0.04 -0.07 -0.06
H -3.140226 4.434242 -0.007682 -0.14 -0.18 -0.26
H -1.032809 3.485613 1.940434 -0.05 -0.35 0.04
H -0.977335 4.732329 0.737688 0.13 0.06 0.06
H 0.358908 2.555800 0.412332 0.20 0.07 -0.06
H -0.306077 3.398039 -0.943099 -0.23 -0.10 -0.24
H -3.166393 3.288827 -1.735133 0.05 0.11 0.20
H -3.288367 2.264682 -3.108516 -0.13 -0.29 0.03
H -1.736213 3.439102 -4.083747 0.26 -0.28 -0.19
H -0.514787 2.798798 -2.923242 0.10 -0.02 -0.11
H 0.571206 5.089193 -2.664157 0.11 -0.34 -0.35
H -0.401018 5.324496 -4.153803 -0.05 -0.11 -0.07
H -1.691936 6.984904 -2.524305 -0.07 0.28 -0.26
H -0.184398 7.568358 -3.295806 0.06 0.08 0.01
H -0.231370 6.991112 -1.602843 0.23 0.08 0.01
H -4.362002 -0.954015 -2.537800 -0.19 -0.09 -0.24
H -4.399589 0.737193 -3.011231 -0.15 -0.01 -0.18
H -0.932364 -0.449885 -4.715687 0.56 -0.23 0.38
H -2.289723 0.533721 -6.022853 -0.17 0.17 -0.32
H -2.820698 -1.966191 -1.241438 -0.04 -0.09 -0.02
H 3.940989 0.378325 2.215650 0.12 -0.11 0.13
H 2.515251 1.155366 1.591146 0.03 0.28 0.13
H 4.465933 0.499857 4.279402 0.04 -0.02 -0.28
H 3.956420 2.193375 4.433075 -0.08 0.07 -0.37
H 3.824032 0.106160 6.384814 -0.10 -0.14 0.15
H 3.256852 1.788491 6.532181 0.03 -0.05 0.21
H 2.149434 0.562960 5.940954 -0.03 -0.21 0.08
H 5.265580 -1.228795 1.944396 0.03 -0.19 -0.16
H 4.999669 -3.446850 2.074620 -0.09 0.24 -0.42
H 2.778518 -4.227157 1.994572 0.06 -0.04 -0.06
H 0.971891 -5.204314 0.449701 0.07 -0.02 -0.08
H -0.662412 -4.670554 0.741572 -0.06 0.33 -0.06
H 1.240497 -5.974967 2.662575 0.10 0.24 0.36
H -0.002601 -7.698717 2.002575 -0.08 -0.12 -0.21
H -1.239037 -6.696379 1.232953 -0.18 0.03 0.03
H -1.284374 -7.057595 2.982944 -0.19 0.07 0.00
F 2.532460 -3.888850 -1.927876 0.50 0.16 -0.31
P 1.560309 -2.867399 -2.799329 0.07 -0.08 -0.38
F 1.174848 -2.229387 -1.317525 -0.16 -0.62 0.46
F 1.002701 -4.327056 -3.321051 -0.53 0.09 0.44
F 1.800594 -2.548016 -4.406678 0.26 -0.65 -0.11
F 2.847425 -1.833138 -2.718635 -0.40 0.56 0.27
F 0.024832 -2.345940 -3.088006 0.84 0.20 0.13
```
Forces are in eV/Å.

Computed properties:
Kohn-Sham gap   8.353 eV
HOMO   -0.2499 Eh
Total charge   -1

***

Number 1: E -6335.9717 hartree. Number 2: E -6211.6131 hartree.